[1]
The following is a DFT calculation (the ωB97M-V functional and the def2-TZVPD basis) of a single C7H11N molecule.

Calculated values
structure (SMILES) = CCc1c[nH]cc1C
F_max = 2.0 eV/A
total charge = 0
ΔE to the lowest compared entry with this formula, charge and spin = 88.41 kJ/mol
molar mass = 109.17 g mol⁻¹

Each line ends with the Löwdin charge.
CARTESIAN COORDINATES (ANGSTROEM)
C  -0.2498  -1.8891  1.7890  -0.11
C  0.7418  -1.4916  0.6747  -0.21
C  0.5542  -0.1492  0.0673  -0.24
C  1.3575  0.9274  0.2246  -0.07
N  0.8395  1.9655  -0.5603  0.01
C  -0.4040  1.5404  -1.0627  -0.07
C  -0.6011  0.2547  -0.6519  -0.27
C  -1.8384  -0.5302  -0.8510  -0.05
H  0.3670  -2.3168  2.5914  0.06
H  -0.7477  -1.0520  2.2766  0.08
H  -0.9230  -2.7140  1.5754  0.06
H  0.7193  -2.3693  0.0017  0.11
H  1.7635  -1.7202  1.0086  0.10
H  2.3438  1.0337  0.6440  0.11
H  1.0466  2.9233  -0.4021  0.12
H  -0.8379  2.1735  -1.8174  0.11
H  -1.5848  -1.5753  -1.0423  0.08
H  -2.5848  -0.3674  -0.0695  0.08
H  -2.4165  -0.1917  -1.7236  0.08

=====

[2]
The following is a DFT calculation (the ωB97M-V functional and the def2-TZVPD basis) of a single C7H11N molecule.

Calculated values
structure (SMILES) = C=C/C=C/CNC=C
F_max = 1.6 eV/A
total charge = 0
ΔE to the lowest compared entry with this formula, charge and spin = 255.06 kJ/mol
molar mass = 109.17 g mol⁻¹

Each line ends with the Löwdin charge.
CARTESIAN COORDINATES (ANGSTROEM)
C  3.6995  -0.0099  1.0227  0.00
C  2.7010  0.8430  0.8973  -0.19
C  1.2710  0.5316  1.1920  -0.12
C  0.5702  -0.2832  0.3977  -0.10
C  -0.8689  -0.6425  0.6415  -0.22
N  -1.6792  -0.8176  -0.5537  -0.05
C  -2.4206  0.2295  -1.0622  -0.26
C  -3.0649  0.2773  -2.2280  -0.04
H  3.6106  -1.0283  1.3794  0.06
H  4.7238  0.3156  0.8871  0.05
H  2.7643  1.8003  0.3919  0.10
H  0.7157  1.1550  1.8925  0.11
H  1.0722  -0.7481  -0.4440  0.11
H  -1.3734  -0.0064  1.3691  0.12
H  -0.8403  -1.6454  1.0921  0.12
H  -1.4320  -1.5416  -1.2072  0.13
H  -2.5419  1.0384  -0.3492  0.11
H  -3.1072  -0.5228  -2.9526  0.04
H  -3.7999  1.0551  -2.3666  0.03

=====

[3]
The following is a DFT calculation (the ωB97M-V functional and the def2-TZVPD basis) of a single C7H11N molecule.

Calculated values
structure (SMILES) = C1=C[C@@H]2NC[C@@H]2CC1
F_max = 4.1 eV/A
total charge = 0
ΔE to the lowest compared entry with this formula, charge and spin = 299.10 kJ/mol
molar mass = 109.17 g mol⁻¹

Each line ends with the Löwdin charge.
CARTESIAN COORDINATES (ANGSTROEM)
C  1.2699  -0.7637  1.2365  -0.14
C  0.6168  -1.5878  0.4385  -0.03
C  -0.4352  -1.1055  -0.5671  -0.24
N  0.0937  -0.6003  -1.9196  0.00
C  -0.4894  0.6945  -1.5824  -0.20
C  -0.9478  0.2895  -0.1808  -0.30
C  -0.5487  1.0354  1.0066  -0.15
C  1.0012  0.6842  1.3220  -0.17
H  2.2789  -0.9815  1.4806  0.09
H  0.7282  -2.6578  0.4519  0.09
H  -1.1796  -1.8074  -0.7384  0.11
H  -0.3144  -1.1214  -2.7651  0.13
H  -1.2894  0.9836  -2.3292  0.12
H  0.1420  1.5813  -1.4050  0.10
H  -2.0203  0.2493  -0.1614  0.13
H  -0.5092  2.0883  0.9972  0.09
H  -1.1991  0.7220  1.8175  0.11
H  1.1573  1.0743  2.3900  0.12
H  1.6450  1.2231  0.5083  0.14

=====

[4]
The following is a DFT calculation (the ωB97M-V functional and the def2-TZVPD basis) of a molecular structure, C7H11N.

Calculated values
F_max = 6.8 eV/A
total charge = 0
ΔE to the lowest compared entry with this formula, charge and spin = 830.90 kJ/mol
molar mass = 109.17 g mol⁻¹

Each line ends with the Löwdin charge.
CARTESIAN COORDINATES (ANGSTROEM)
C  0.5467  -0.4380  -0.0801  -0.54
C  -0.1436  -1.4632  0.7982  -0.15
C  -0.7376  -1.1674  -0.4592  -0.23
C  -1.9908  -0.0531  -0.4983  -0.07
C  -1.2671  1.2038  0.3804  -0.12
C  0.2722  0.9807  -0.0225  -0.28
C  1.2590  1.9190  0.0680  0.06
H  2.5700  -1.5053  0.7006  0.22
H  1.8486  -1.2756  -1.5515  0.23
H  0.4031  -2.4383  0.9975  0.09
H  -0.9687  -1.5713  1.9217  0.20
H  -0.7491  -1.9211  -1.1828  0.10
H  -2.9478  -0.4008  -0.1783  0.06
H  -2.0279  0.5270  -1.5166  0.12
H  -1.2735  0.9674  1.5913  0.14
H  -1.8967  2.1779  0.1623  0.12
H  1.2429  3.0302  0.0909  0.07
H  2.1133  1.4078  -0.3164  0.02
N  2.0076  -0.6984  -0.2625  -0.03

=====

[5]
The following is a DFT calculation (the ωB97M-V functional and the def2-TZVPD basis) of a single C7H11N molecule.

Calculated values
structure (SMILES) = C=C[C@H]1CC[C@H]2N[C@H]12
F_max = 5.1 eV/A
total charge = 0
ΔE to the lowest compared entry with this formula, charge and spin = 622.16 kJ/mol
molar mass = 109.17 g mol⁻¹

Each line ends with the Löwdin charge.
CARTESIAN COORDINATES (ANGSTROEM)
C  -3.0090  -0.4138  -0.2842  0.02
C  -1.7824  -0.4873  0.3009  -0.15
C  -0.4018  -0.2941  -0.3089  -0.28
C  0.1966  1.2615  -0.0285  -0.11
C  1.7155  1.1472  0.0598  -0.15
C  1.7431  -0.3046  -0.4163  -0.25
N  1.8300  -1.8609  -0.1632  0.12
C  0.7185  -1.0079  0.2885  -0.34
H  -3.9884  -0.4104  0.3817  0.10
H  -3.1052  -0.2212  -1.2746  0.00
H  -1.6789  -0.5225  1.3404  0.07
H  -0.6262  -0.4446  -1.3826  0.14
H  -0.1678  2.2215  -0.4391  0.11
H  -0.3173  1.4297  0.9968  0.12
H  2.0217  1.4081  1.0608  0.11
H  2.1263  1.8572  -0.5836  0.08
H  1.6305  -0.3748  -1.6229  0.19
H  2.3469  -2.0413  0.6307  0.04
H  0.7479  -0.9417  1.4443  0.19

=====

[6]
The following is a DFT calculation (the ωB97M-V functional and the def2-TZVPD basis) of a molecular structure, C7H11N.

Calculated values
F_max = 7.7 eV/A
total charge = 0
ΔE to the lowest compared entry with this formula, charge and spin = 903.60 kJ/mol
molar mass = 109.17 g mol⁻¹

Each line ends with the Löwdin charge.
CARTESIAN COORDINATES (ANGSTROEM)
C  -1.9615  0.7068  0.3190  -0.12
C  -0.6157  -0.8912  0.1637  -0.15
C  0.9719  -1.0435  -0.1023  -0.24
C  1.4413  -0.0387  0.8993  -0.12
C  0.8155  1.1043  -0.1138  -0.14
C  1.1645  -0.0072  -1.0922  -0.23
C  -0.5353  0.6508  -0.2942  -0.32
H  -2.0903  0.3957  1.3083  0.07
H  -2.8092  1.5026  0.0492  0.14
H  -2.5978  -1.6215  -0.2747  0.17
H  -0.4683  -0.9564  1.2270  0.09
H  1.4985  -2.0652  0.0135  0.16
H  2.6039  0.3938  0.9928  0.17
H  1.1101  -0.2847  1.9101  0.09
H  1.2881  2.1401  0.1814  0.17
H  0.8984  0.1374  -2.0145  0.07
H  2.2196  -0.0318  -1.3834  0.13
H  -0.9163  0.5287  -1.3508  0.15
N  -2.0173  -0.6200  -0.4386  -0.08

=====

[7]
The following is a DFT calculation (the ωB97M-V functional and the def2-TZVPD basis) of a single C7H11N molecule.

Calculated values
structure (SMILES) = N[C@]12C[C@H](C1)[C@H]1C[C@H]12
F_max = 5.5 eV/A
total charge = 0
ΔE to the lowest compared entry with this formula, charge and spin = 363.36 kJ/mol
molar mass = 109.17 g mol⁻¹

Each line ends with the Löwdin charge.
CARTESIAN COORDINATES (ANGSTROEM)
N  -2.0914  -1.0392  0.1023  0.03
C  -0.8126  -0.2687  0.0216  -0.50
C  -0.7146  1.1635  -0.6927  -0.09
C  0.5567  1.3219  0.1393  -0.18
C  -0.2741  0.3988  1.1909  -0.12
C  1.3659  0.1974  -0.4566  -0.27
C  1.7528  -1.0611  0.3208  -0.03
C  0.4607  -0.9288  -0.5235  -0.17
H  -2.0330  -1.8791  -0.6250  0.11
H  -3.0454  -0.4596  -0.0982  0.13
H  -1.4994  1.8308  -0.2451  0.11
H  -0.7091  1.1740  -1.8456  0.14
H  0.9792  2.2773  0.4049  0.13
H  0.2926  -0.0862  1.9665  0.09
H  -1.0772  1.0426  1.7591  0.15
H  1.9331  0.5383  -1.3182  0.14
H  2.0397  -1.0242  1.4045  0.11
H  2.5217  -1.7059  -0.0807  0.08
H  0.3543  -1.4917  -1.4242  0.13

=====

[8]
The following is a DFT calculation (the ωB97M-V functional and the def2-TZVPD basis) of 2 unconnected molecules or ions with the total composition C7H11N.

Calculated values
structure (SMILES) = c1ccccc1.CN
F_max = 6.9 eV/A
total charge = 0
ΔE to the lowest compared entry with this formula, charge and spin = 611.64 kJ/mol
molar mass = 109.17 g mol⁻¹

Each line ends with the Löwdin charge.
CARTESIAN COORDINATES (ANGSTROEM)
C  -1.3249  -1.3110  -0.1255  -0.13
C  -1.8053  -0.2814  -0.8642  -0.12
C  -1.4697  1.0810  -0.5555  -0.11
C  -0.6949  1.3932  0.5617  -0.11
C  -0.3121  0.3318  1.4418  -0.18
C  -0.5519  -1.0041  0.9957  -0.16
H  -1.6926  -2.2662  -0.4481  0.11
H  -2.4515  -0.5024  -1.7858  0.13
H  -1.8036  1.9476  -1.2376  0.12
H  -0.2537  2.3911  0.9197  0.14
H  0.2589  0.4642  2.3395  0.12
H  -0.2648  -1.7682  1.7536  0.14
C  2.1664  0.0398  -0.8212  -0.10
N  1.1622  -0.2953  0.2251  -0.09
H  2.5491  -1.0931  -1.1246  0.12
H  1.9632  0.5893  -1.6819  0.03
H  3.1102  0.2873  -0.4319  0.03
H  1.2218  0.3567  0.9938  0.05
H  0.1932  -0.3602  -0.1546  0.01

=====

[9]
The following is a DFT calculation (the ωB97M-V functional and the def2-TZVPD basis) of a molecular structure, C7H11N.

Calculated values
F_max = 3.2 eV/A
total charge = 0
ΔE to the lowest compared entry with this formula, charge and spin = 388.09 kJ/mol
molar mass = 109.17 g mol⁻¹

Each line ends with the Löwdin charge.
CARTESIAN COORDINATES (ANGSTROEM)
C  1.7435  -0.8167  -0.0533  -0.05
C  0.5287  0.0644  -0.0170  -0.37
C  0.8169  1.6425  0.0419  -0.03
C  -0.6495  -0.4839  -0.9656  -0.29
C  -0.5948  -0.4780  0.9946  -0.21
C  -1.8179  0.3774  0.6570  -0.06
C  -1.8603  0.3643  -0.6989  -0.03
H  1.5973  -1.8947  0.1273  0.09
H  2.2673  -0.5994  0.8600  0.09
H  2.2786  -0.6089  -0.8967  0.06
H  1.7348  2.0200  0.6565  0.10
H  -0.0775  2.2040  0.2534  0.04
H  1.0590  1.9580  -1.0677  0.10
H  -0.3068  -0.7198  -1.9379  0.13
H  -0.0058  -2.0286  -0.0809  0.05
H  -0.5229  -0.8840  2.0259  0.14
H  -2.5745  0.6192  1.3876  0.10
H  -2.7142  0.8220  -1.2604  0.12
N  -0.9018  -1.5577  -0.0259  0.02

=====

[10]
The following is a DFT calculation (the ωB97M-V functional and the def2-TZVPD basis) of 2 unconnected molecules or ions with the total composition C7H11N2.

Calculated values
F_max = 5.5 eV/A
total charge = +1
ΔE to the lowest compared entry with this formula, charge and spin = 840.18 kJ/mol
molar mass = 123.18 g mol⁻¹

Each line ends with the Löwdin charge.
CARTESIAN COORDINATES (ANGSTROEM)
C  -1.3866  -2.2314  1.1967  0.08
C  -1.6453  2.7786  -0.2938  0.13
C  2.0769  0.6088  0.7574  0.12
C  -0.1713  -1.7578  0.8119  -0.17
C  -1.0576  1.6419  -0.6851  -0.22
C  1.2479  1.5490  0.0940  -0.14
C  0.2799  -1.4283  -0.4573  -0.14
N  0.1355  1.1396  -0.4756  0.08
N  0.6697  -2.0385  -1.4785  0.17
H  -1.5361  -2.3424  2.1640  0.01
H  -2.1730  -2.5912  0.4611  0.11
H  -2.5241  3.0231  -0.6797  0.02
H  -1.2060  3.4714  0.4861  0.11
H  2.9581  0.8904  1.3572  0.09
H  1.8566  -0.3985  0.6067  -0.01
H  0.6444  -1.3588  1.5456  0.14
H  -1.4999  1.1345  -1.5341  0.12
H  1.6525  2.5727  0.0505  0.14
H  0.8354  -3.1446  -1.5796  0.21
H  0.8429  -1.5183  -2.3475  0.14

=====

- Which value of molar mass does entry 10 give?
  123.18 g mol⁻¹